(1)
{"formula": "C36H37AlCl5GeNSi2", "method": "the ωB97M-V functional and the def2-TZVPD basis", "species": ["Ge", "Cl", "Cl", "Cl", "Cl", "Cl", "Si", "Si", "Al", "N", "C", "C", "C", "C", "C", "C", "C", "C", "C", "C", "C", "C", "C", "C", "C", "C", "C", "C", "C", "C", "C", "C", "C", "C", "C", "C", "C", "C", "C", "C", "C", "C", "C", "C", "C", "C", "H", "H", "H", "H", "H", "H", "H", "H", "H", "H", "H", "H", "H", "H", "H", "H", "H", "H", "H", "H", "H", "H", "H", "H", "H", "H", "H", "H", "H", "H", "H", "H", "H", "H", "H", "H", "H"], "positions_angstrom": [[-1.4151, 1.1553, -1.2592], [0.3194, 2.9676, 1.3389], [0.0054, -2.1890, 2.5586], [-3.0522, 1.3304, 5.2364], [-1.7246, 3.6883, 3.6394], [-2.1314, -1.5913, 4.7094], [1.5942, -2.6688, -0.5400], [3.7697, -0.9438, 1.2724], [1.0074, 0.4387, 0.2690], [2.0163, 0.9035, -1.3505], [-2.1545, -1.9605, -4.7223], [-1.3058, 2.9250, -2.0701], [-0.6375, -0.5470, -3.5084], [2.2085, 1.7389, -2.3870], [3.2125, -0.9596, 3.0606], [2.3449, -0.9938, 0.0079], [-2.3586, 3.1456, -2.9659], [5.0230, -2.3191, 1.0049], [-1.3406, 2.0576, 3.2946], [-1.6558, -0.1901, -2.6276], [-3.1639, -0.1478, 0.6412], [4.0379, 0.4110, -3.1239], [-2.7878, 1.0839, 0.0948], [-4.5083, 2.1607, 1.3947], [-2.5011, 4.3640, -3.6145], [4.6268, 0.7165, 1.0290], [-1.5833, 5.3794, -3.3884], [-0.5300, 5.1700, -2.5111], [2.7749, -0.2118, -1.1862], [-1.4901, -0.3120, 3.7648], [-4.8768, 0.9356, 1.9290], [3.2081, 1.5161, -3.3011], [-4.2012, -0.2215, 1.5566], [2.2102, -4.1289, 0.4566], [2.0783, -3.0212, -2.3261], [-0.3974, 3.9539, -1.8543], [-0.8827, -1.4287, -4.5492], [-1.8981, 1.0008, 4.0196], [-0.5622, -0.5714, 2.7547], [-2.9274, -0.7366, -2.8026], [-0.0540, 0.4412, 1.9486], [-0.4504, 1.7201, 2.2968], [-0.2937, -2.6328, -0.6125], [-3.1757, -1.6137, -3.8500], [-3.4608, 2.2384, 0.4868], [3.8249, -0.4531, -2.0707], [1.6899, -4.0199, -2.5498], [2.3720, -0.2909, 3.2575], [2.9383, -1.9497, 3.4216], [-2.3469, -2.6443, -5.5385], [2.2205, -3.9753, 1.5368], [3.9323, 1.5601, 1.1246], [6.0140, -1.9917, 1.3271], [-3.7327, -0.4833, -2.1221], [-0.7668, -3.2192, 0.1737], [1.6096, -2.3319, -3.0321], [-1.6893, 6.3308, -3.8924], [-3.1712, 3.2033, 0.0828], [-3.0815, 2.3623, -3.1710], [-0.6013, -3.0398, -1.5797], [-0.7316, -1.6321, -0.5599], [5.1031, -2.6214, -0.0419], [0.4321, 3.8340, -1.1706], [0.3630, -0.1367, -3.3877], [-3.3269, 4.5139, -4.2974], [4.8512, 0.2303, -3.8149], [1.5379, 2.5802, -2.4673], [3.1495, -3.0422, -2.5273], [4.7676, -3.2085, 1.5822], [5.3716, 0.8374, 1.8189], [0.1913, 5.9568, -2.3310], [-4.1668, -2.0281, -3.9812], [-2.6456, -1.0559, 0.3528], [3.2273, -4.3760, 0.1475], [1.5830, -4.9987, 0.2478], [4.0546, -0.6077, 3.6630], [3.3411, 2.1971, -4.1286], [-0.0821, -1.6994, -5.2256], [5.1397, 0.8284, 0.0725], [4.4598, -1.3131, -1.9161], [-5.0327, 3.0600, 1.6903], [-4.4849, -1.1781, 1.9772], [-5.6921, 0.8790, 2.6385]], "atomic_forces_ev_per_a": [[0.123, 0.152, 0.190], [0.030, 0.095, -0.121], [-0.003, -0.028, -0.053], [0.002, -0.008, -0.011], [-0.053, -0.005, -0.039], [-0.012, 0.005, -0.040], [0.096, -0.070, -0.159], [0.084, -0.044, 0.093], [-0.271, -0.783, 0.428], [0.053, 0.156, 0.020], [0.024, 0.000, 0.003], [-0.233, -0.036, -0.208], [0.162, 0.066, -0.032], [0.073, 0.074, -0.046], [-0.035, -0.015, -0.068], [0.076, 0.084, -0.245], [0.035, 0.038, -0.064], [-0.031, 0.062, -0.041], [-0.019, -0.164, 0.091], [-0.102, 0.021, -0.056], [-0.004, 0.054, 0.032], [0.070, -0.120, 0.049], [-0.084, -0.187, -0.080], [0.029, 0.077, 0.044], [0.020, -0.007, 0.023], [-0.067, 0.044, 0.018], [-0.016, -0.011, 0.005], [0.017, 0.030, -0.008], [0.102, -0.040, 0.028], [0.009, 0.073, 0.058], [-0.015, -0.058, 0.026], [-0.149, 0.121, 0.028], [-0.009, 0.016, -0.007], [-0.013, 0.108, 0.069], [0.003, -0.063, 0.043], [0.039, 0.087, 0.067], [0.013, 0.001, 0.032], [0.023, 0.028, -0.032], [0.077, -0.034, 0.044], [-0.032, -0.096, 0.044], [-0.178, 0.255, 0.170], [0.268, 0.186, -0.230], [-0.036, -0.035, -0.015], [0.017, -0.031, 0.004], [0.042, 0.111, 0.029], [0.042, 0.015, -0.124], [-0.008, 0.015, -0.032], [0.009, 0.030, -0.028], [-0.023, -0.055, -0.020], [-0.006, -0.003, 0.007], [-0.039, 0.026, 0.012], [-0.010, -0.008, 0.020], [-0.013, 0.015, 0.019], [0.015, 0.021, -0.017], [0.050, -0.059, -0.032], [0.020, 0.016, 0.027], [0.006, -0.005, -0.005], [-0.030, -0.031, -0.014], [0.016, -0.010, 0.014], [-0.042, 0.006, 0.013], [0.077, 0.011, 0.034], [0.020, 0.014, 0.005], [-0.025, -0.019, 0.054], [-0.098, -0.005, -0.031], [0.004, 0.011, -0.001], [-0.004, -0.007, -0.001], [-0.016, 0.024, -0.004], [-0.005, -0.040, 0.043], [-0.017, 0.004, -0.005], [0.015, 0.013, -0.016], [-0.011, 0.001, 0.002], [0.001, 0.008, -0.005], [-0.020, -0.017, -0.010], [-0.007, -0.024, 0.013], [-0.017, 0.014, -0.002], [-0.004, -0.043, 0.017], [0.008, 0.005, 0.005], [-0.011, -0.010, -0.014], [0.002, -0.047, 0.004], [-0.008, 0.013, -0.008], [-0.001, 0.005, -0.006], [-0.004, 0.008, 0.001], [0.006, 0.002, 0.006]], "total_charge": 1, "multiplicity": 2, "homo_ha": [-0.3948, -0.4255], "e_above_lowest_kj_mol": 65.3, "homo_lumo_gap_ev": [7.71, 6.44], "lumo_ev": [-3.035, -5.138], "energy_ha": -6647.96624}



(2)
{"formula": "C4H9ClO2S", "method": "the ωB97M-V functional and the def2-TZVPD basis", "species": ["Cl", "S", "O", "O", "C", "C", "C", "C", "H", "H", "H", "H", "H", "H", "H", "H", "H"], "positions_angstrom": [[1.5333, 1.4735, -0.9571], [-2.0194, 0.5511, 0.4700], [-1.6986, -0.8899, 0.3024], [-0.8454, 1.3563, 1.3250], [2.0402, -0.1319, -1.3750], [1.6301, -1.2393, -0.4322], [-3.1637, 0.6388, 1.9363], [2.7282, -0.2899, -2.4963], [-3.2894, -0.3707, 2.5054], [-2.8227, 1.4686, 2.6208], [2.9949, -1.3366, -2.7662], [2.3094, -1.1780, 0.4711], [-0.2065, 1.9058, 0.8565], [1.4046, -2.2056, -0.8937], [0.6153, -1.1052, -0.1330], [-4.1357, 0.8640, 1.6809], [2.9253, 0.4890, -3.1150]], "atomic_forces_ev_per_a": [[-0.052, 0.446, 0.231], [-0.208, -0.613, 0.787], [-0.023, 1.412, 0.283], [-0.385, -0.511, 0.719], [0.039, -1.233, -0.508], [0.245, 0.757, 0.528], [2.021, -1.138, 2.149], [-0.766, -3.132, 1.729], [0.946, 1.642, -1.119], [-0.135, -1.116, -0.710], [-0.060, 1.049, 0.097], [-0.865, -0.724, -0.974], [-0.178, -0.401, -0.765], [1.499, -0.121, -0.221], [-0.726, 0.960, 0.851], [-2.108, 0.658, -1.284], [0.755, 2.065, -1.792]], "multiplicity": 1, "homo_ha": -0.3506, "e_above_lowest_kj_mol": 114.7, "homo_lumo_gap_ev": 10.23, "lumo_ev": 0.685, "energy_ha": -1166.59031}



(3)
{"formula": "C6H14Ag2FN2O2Pt", "method": "the ωB97M-V functional and the def2-TZVPD basis", "species": ["Pt", "Ag", "Ag", "F", "O", "O", "N", "N", "C", "C", "C", "C", "C", "C", "H", "H", "H", "H", "H", "H", "H", "H", "H", "H", "H", "H", "H", "H"], "positions_angstrom": [[-3.0331, 3.2868, -2.6839], [0.1860, 4.1119, -1.7662], [-3.6438, 2.9654, 0.4554], [-1.6203, 2.7158, -0.9512], [-0.9553, -1.4239, -2.1381], [2.7042, 1.4724, 2.2702], [-1.5072, -1.5143, 0.0688], [2.1128, 0.3433, 0.3961], [2.6014, -0.5782, -0.6529], [-2.2092, -0.8731, 1.1386], [1.2947, 1.4557, -0.0320], [-1.5211, -0.9437, -1.2035], [-0.8389, -2.7678, 0.3385], [2.8136, 0.5050, 1.5552], [3.5382, -0.2936, 1.7719], [-2.1653, -0.0549, -1.1953], [2.4506, -0.0866, -1.6098], [-1.4083, -3.2868, 1.1065], [-0.7338, -3.3877, -0.5541], [-1.5137, -0.4672, 1.8851], [0.2039, -2.6164, 0.6527], [-2.8687, -1.5429, 1.6960], [0.6676, 1.8086, 0.7921], [2.0187, -1.5015, -0.6022], [1.9666, 2.3038, -0.2477], [-2.8406, -0.0116, 0.8591], [3.6623, -0.7616, -0.5060], [0.6388, 1.1428, -0.8436]], "atomic_forces_ev_per_a": [[0.719, -0.364, 0.715], [0.294, -0.137, 0.250], [0.227, 0.114, 0.125], [-1.358, 0.782, -1.141], [0.199, 0.114, 0.036], [-0.481, -0.081, -0.202], [0.156, -0.572, 0.613], [-0.377, -0.359, -1.067], [-0.403, 0.598, 0.759], [-0.521, 0.847, 0.917], [-0.044, 0.218, 0.791], [-0.421, 0.046, -0.156], [-0.018, -0.346, -0.290], [0.928, 0.299, 0.792], [-0.140, -0.120, -0.104], [0.160, 0.180, -0.341], [0.099, -0.205, -0.152], [0.238, -0.051, 0.142], [-0.333, 0.246, -0.180], [0.290, -0.266, -0.044], [-0.082, 0.291, 0.320], [0.182, -0.375, -0.204], [0.087, -0.153, 0.085], [0.221, -0.172, -0.249], [-0.228, 0.087, -0.486], [0.385, -0.476, -0.587], [-0.028, -0.258, -0.069], [0.250, 0.112, -0.273]], "total_charge": 3, "multiplicity": 3, "homo_ha": [-0.6536, -0.6292], "e_above_lowest_kj_mol": 164.3, "homo_lumo_gap_ev": [4.14, 3.24], "lumo_ev": [-13.651, -13.878], "energy_ha": -1008.75341}



(4)
{"formula": "C10H14F12InN4O10S4", "method": "the ωB97M-V functional and the def2-TZVPD basis", "species": ["In", "S", "S", "S", "S", "F", "F", "F", "F", "F", "F", "F", "F", "F", "F", "F", "F", "O", "O", "O", "O", "O", "O", "O", "O", "O", "O", "N", "N", "N", "N", "C", "C", "C", "C", "C", "C", "C", "C", "C", "C", "H", "H", "H", "H", "H", "H", "H", "H", "H", "H", "H", "H", "H", "H"], "positions_angstrom": [[-23.8312, 22.5748, -1.7715], [-22.3001, 20.6931, -4.6975], [-20.1130, 22.0053, -4.0849], [-24.5265, 25.8774, 0.9028], [-25.6554, 25.9591, -1.3530], [-19.5653, 22.3087, -1.4845], [-24.2622, 26.7906, -3.4035], [-22.1203, 18.0460, -5.2544], [-20.3309, 18.7951, -4.2004], [-25.4701, 28.3732, -2.5591], [-22.8654, 25.6760, 3.0505], [-22.3699, 24.3166, 1.4845], [-22.1580, 18.5111, -3.1352], [-18.6100, 20.5330, -2.4755], [-23.4723, 27.7725, -1.6316], [-21.8674, 26.3643, 1.1936], [-17.7620, 22.5335, -2.8256], [-19.5116, 21.0904, -5.1050], [-24.7271, 27.3065, 0.9180], [-25.4443, 25.1221, 1.7609], [-22.0508, 21.0344, -6.1041], [-21.5167, 24.3313, -1.4097], [-26.0273, 25.0252, -2.4122], [-20.1691, 23.3985, -4.4820], [-23.7082, 20.6579, -4.3040], [-22.1427, 20.8666, -0.1434], [-26.8097, 26.6279, -0.6349], [-19.5695, 25.3443, -0.8478], [-21.5195, 21.6174, -3.4208], [-20.9622, 19.3828, 1.1038], [-24.3609, 25.1427, -0.4806], [-19.2335, 24.6531, 0.3880], [-20.5268, 18.4143, 0.0347], [-21.6045, 21.4359, 2.1259], [-20.6659, 25.1641, -1.6350], [-18.9364, 21.8399, -2.6007], [-21.6764, 18.9075, -4.3126], [-22.7975, 25.5047, 1.7187], [-20.8539, 26.2032, -2.7026], [-21.6381, 20.5160, 0.9348], [-24.6409, 27.3778, -2.2894], [-21.9013, 26.2244, -3.0035], [-22.5848, 21.6233, 2.5642], [-18.9084, 26.0344, -1.1744], [-20.1810, 26.0195, -3.5401], [-20.6322, 19.1161, 2.0203], [-19.4483, 18.3571, -0.1127], [-18.7662, 25.4264, 0.9977], [-20.9001, 21.2046, 2.9248], [-18.4632, 23.8925, 0.2609], [-20.7070, 17.3726, 0.3003], [-20.5050, 27.1445, -2.2778], [-20.9074, 18.6493, -0.9593], [-21.2504, 22.4355, 1.8740], [-20.0410, 24.2964, 1.0275]], "atomic_forces_ev_per_a": [[1.674, 0.540, 0.029], [-1.619, 0.395, -1.715], [3.701, 0.994, -2.493], [0.125, -0.351, 6.467], [-4.137, 1.240, -0.961], [1.102, -0.729, -1.187], [0.047, 0.047, -0.186], [0.422, 1.540, 0.773], [-1.481, 0.462, -0.572], [0.981, -0.731, 0.727], [-0.226, 0.166, -1.190], [-0.017, -1.946, -0.529], [-0.434, 0.642, -0.257], [-0.556, 1.456, 0.321], [-2.618, -0.425, -0.889], [-0.967, -0.419, 0.532], [-2.289, -0.900, 0.480], [-1.847, 1.811, 2.934], [0.964, -1.099, -0.829], [1.167, 0.461, -1.326], [-0.031, -0.662, 3.320], [-1.478, -2.161, 0.694], [1.091, 0.380, 1.056], [0.087, -0.704, 0.835], [1.048, 0.230, 0.729], [-0.551, 0.000, -0.774], [4.207, -2.401, -1.918], [-1.046, -0.695, -0.496], [-1.124, -2.204, -1.864], [0.783, -1.754, -1.443], [-1.323, 1.055, -2.277], [0.953, 0.680, 0.578], [0.130, 0.095, 0.027], [-0.049, 0.989, 0.779], [1.341, 1.953, 0.309], [0.963, -0.004, -0.093], [1.182, -1.849, 0.012], [-0.115, 2.886, 0.160], [0.600, 0.082, -0.042], [0.734, 0.707, 0.581], [1.148, 0.179, 0.700], [0.366, 0.107, -0.087], [-0.120, -0.323, -0.069], [-0.100, -0.088, 0.110], [-0.250, -0.295, -0.203], [-0.112, 0.508, -0.009], [0.270, 0.875, 0.432], [0.132, -0.006, 0.145], [-0.216, -0.813, -0.044], [-0.277, -0.209, -0.198], [-0.879, 0.205, 0.163], [-0.462, 0.230, -0.080], [-0.489, 0.100, 0.447], [-0.113, -0.186, -0.759], [-0.290, -0.061, -0.851]], "total_charge": 1, "multiplicity": 1, "homo_ha": -0.4884, "e_above_lowest_kj_mol": 0.0, "homo_lumo_gap_ev": 3.18, "lumo_ev": -10.109, "energy_ha": -4341.54871}